Molecular formula: C3H2CoLi2O3
Method: DFT, ωB97M-V with the def2-TZVPD basis set

* largest force on an atom: 7.64 eV Å⁻¹
* HOMO level (alpha / beta): -23.492 / -24.206 eV
* 2S+1: 5
* total charge: +3
* ⟨S²⟩: 6.015

Each line ends with the Mulliken spin population.
Geometry (Å):
C -0.578 0.234 0.568  0.2258
C 0.257 -0.743 0.150  0.3583
O -1.893 0.241 0.293  0.2295
H -0.203 1.115 1.110  0.0082
H -0.075 -1.663 -0.352  0.0107
Li -2.777 1.390 -0.527  0.0015
Li -2.204 -1.323 1.029  0.0008
O 0.914 0.498 -1.926  -0.0194
C 1.871 0.672 -1.269  0.0848
O 1.776 -0.875 0.340  0.3619
Co 2.913 0.455 0.584  2.7378

Molecular formula: C4H13N2O
Method: DFT, ωB97M-V with the def2-TZVPD basis set

* largest force on an atom: 4.89 eV Å⁻¹
* energy relative to the best compared isomer or geometry (same formula, charge and spin): 3.493 eV
* HOMO level: -11.077 eV
* total charge: +1

Each line ends with the Mulliken charge.
Geometry (Å):
C 1.496 -1.032 -1.134  -0.8697
C -0.393 0.231 1.779  -0.5368
C 0.601 1.104 1.991  0.2272
C 0.934 0.200 -1.648  0.1237
N 1.261 1.279 3.174  -0.4715
N -2.693 -0.518 -1.702  -0.5031
O -0.304 0.314 -1.722  -0.6160
H 0.694 -1.671 -0.842  0.2919
H 2.190 -0.659 -0.420  0.3001
H 2.321 -1.482 -1.736  0.3771
H -0.798 -0.439 2.460  0.3326
H -0.709 0.155 0.606  -0.1261
H 1.033 1.631 1.063  0.1921
H 1.720 0.912 -2.117  0.3225
H 1.235 0.582 3.857  0.1925
H 2.085 1.851 3.150  0.2168
H -2.338 -1.406 -2.090  0.3844
H -3.386 -0.134 -2.371  0.3508
H -3.225 -0.784 -0.853  0.3976
H -1.724 -0.135 -1.443  0.4139

Molecular formula: C33H38FeGeIN9SSe
Method: DFT, ωB97M-V with the def2-TZVPD basis set

* largest force on an atom: 0.44 eV Å⁻¹
* energy relative to the best compared isomer or geometry (same formula, charge and spin): 2.017 eV
* HOMO level (alpha / beta): -9.220 / -10.240 eV
* 2S+1: 6
* total charge: +1
* ⟨S²⟩: 8.985

Each line ends with the Mulliken spin population.
Geometry (Å):
Fe -1.263 -1.064 1.240  3.1896
N -1.207 -5.038 -0.579  0.1351
C -1.419 -3.819 -0.073  0.0904
S -0.240 -3.108 0.976  0.0059
N -2.556 -3.210 -0.424  0.3164
N -2.647 -1.989 0.054  0.4188
C -3.925 -1.426 -0.100  0.3283
C -4.240 -0.366 0.738  0.1332
C -5.488 0.307 0.721  0.1769
C -5.705 1.333 1.603  -0.0482
C -4.693 1.691 2.503  0.2212
C -3.491 1.000 2.459  -0.0421
N -3.247 0.016 1.606  0.2256
H -0.426 -5.593 -0.272  -0.0023
H -1.959 -5.485 -1.079  -0.0055
H -4.587 -1.836 -0.850  -0.0004
H -6.250 -0.007 0.021  0.0020
H -6.653 1.854 1.611  0.0014
H -4.832 2.483 3.223  0.0097
H -2.687 1.254 3.141  0.0066
I -2.542 -2.390 3.787  0.0348
C -0.702 -1.856 4.639  -0.0397
C -0.567 -2.130 5.971  0.0049
C 0.625 -1.819 6.649  -0.0053
C 1.657 -1.249 5.967  0.0056
C 1.547 -0.967 4.585  -0.0188
C 2.652 -0.406 3.900  0.0346
C 2.599 -0.156 2.563  -0.0273
C 1.414 -0.444 1.855  0.1087
C 0.302 -0.929 2.491  -0.3531
C 0.339 -1.258 3.878  0.0490
H -1.382 -2.591 6.512  -0.0012
H 0.710 -2.041 7.704  -0.0001
H 2.585 -1.008 6.469  -0.0006
H 3.552 -0.200 4.467  0.0013
H 3.454 0.248 2.038  -0.0004
H 1.385 -0.275 0.785  -0.0248
C 2.561 -4.954 -0.994  0.0051
Ge 3.010 -3.333 -2.000  -0.0035
C 4.202 -3.786 -3.482  0.0001
C 3.863 -2.031 -0.818  -0.0007
C 1.323 -2.617 -2.759  0.0042
Se 0.536 -1.084 -1.847  0.0214
C 1.607 0.327 -2.640  0.0007
H 3.464 -5.445 -0.631  0.0003
H 2.030 -5.658 -1.638  -0.0008
H 1.939 -4.709 -0.132  -0.0006
H 5.116 -4.250 -3.112  0.0000
H 4.476 -2.888 -4.038  0.0000
H 3.722 -4.479 -4.172  0.0000
H 4.707 -2.499 -0.311  0.0003
H 3.159 -1.682 -0.062  0.0020
H 4.239 -1.172 -1.375  0.0000
H 0.552 -3.389 -2.730  0.0006
H 1.443 -2.340 -3.807  0.0004
H 2.666 0.092 -2.553  0.0001
H 1.406 1.236 -2.073  0.0002
H 1.348 0.483 -3.685  0.0002
C -2.281 0.955 -1.664  0.0810
C -1.550 1.571 -0.525  0.0379
N -0.953 0.952 0.485  -0.0599
C -0.430 1.943 1.297  0.0109
C -0.718 3.158 0.775  0.0067
N -1.428 2.910 -0.378  -0.0031
C -1.917 3.947 -1.280  0.0001
N -0.878 4.856 -1.637  0.0002
N -0.706 5.994 -0.907  0.0000
N 0.358 6.579 -1.282  0.0000
C 0.950 5.827 -2.278  -0.0001
C 2.124 6.039 -3.005  0.0000
C 2.463 5.088 -3.939  0.0000
C 1.658 3.952 -4.159  0.0001
C 0.496 3.732 -3.454  0.0004
C 0.162 4.700 -2.506  -0.0002
H -2.290 -0.124 -1.552  -0.0381
H -1.780 1.165 -2.612  -0.0094
H -3.306 1.323 -1.720  0.0178
H 0.111 1.711 2.195  -0.0052
H -0.488 4.160 1.095  0.0007
H -2.700 4.524 -0.792  -0.0003
H -2.319 3.471 -2.172  0.0008
H 2.731 6.917 -2.831  0.0000
H 3.363 5.210 -4.526  0.0000
H 1.965 3.235 -4.910  0.0000
H -0.121 2.860 -3.636  -0.0002

Molecular formula: C4H9NOS
Method: DFT, ωB97M-V with the def2-TZVPD basis set

* largest force on an atom: 5.40 eV Å⁻¹
* energy relative to the best compared isomer or geometry (same formula, charge and spin): 4.819 eV
* HOMO level: -9.139 eV

Each line ends with the Mulliken charge.
Geometry (Å):
C -1.943 -1.590 0.011  -0.7604
C -0.852 0.650 -0.196  0.4930
C 0.550 1.424 -0.189  -0.4604
C 1.679 0.629 0.624  -0.6852
H -3.085 -0.948 0.231  0.2764
H -2.008 -2.058 -1.189  0.2204
H -1.495 -2.355 0.794  0.2673
H 0.144 -1.233 0.200  0.2259
H 0.969 1.909 -1.164  0.3925
H 0.360 2.229 0.537  0.2136
H 1.118 -0.225 1.498  0.2978
H 2.461 1.323 1.151  0.3162
H 2.265 -0.001 -1.729  0.1505
N -0.887 -0.683 -0.012  -0.0789
O -1.811 1.514 -0.268  -0.6516
S 2.536 -0.585 -0.297  -0.2172

- Among the records above, which one has the highest largest force on an atom?
  C3H2CoLi2O3

- Look up the largest force on an atom of the second one.
  4.89 eV Å⁻¹